The following is a DFT calculation (the ωB97M-V functional and the def2-TZVPD basis) of C36H72O12 as an isolated structure at a distorted geometry.

Positions of all 120 atoms, in Å:
O1 -0.0114 -35.5286 -2.7315
O2 -4.1568 -36.9712 -3.8404
O3 2.9351 -38.1183 -5.0859
O4 -3.2142 -35.0244 -6.5043
O5 -0.5142 -42.1970 -6.8390
O6 -1.0806 -39.3094 -6.3899
O7 1.6516 -37.7718 -9.6182
O8 -0.9174 -36.1424 -11.8498
O9 -0.7495 -39.3398 -2.8626
O10 2.5966 -40.5686 -8.4044
O11 -4.0510 -38.0134 -8.4119
O12 -1.1734 -39.5074 -10.7458
C1 3.1491 -37.7390 -7.3669
C2 1.3203 -35.8390 -11.1225
C3 1.1268 -35.2756 -4.7857
C4 -1.7942 -40.1101 -9.8721
C5 -3.6747 -33.2676 -8.0340
C6 -2.5499 -37.7867 -12.0107
C7 -1.3856 -34.4684 -4.4445
C8 -2.8755 -39.4079 -9.0135
C9 -4.7452 -36.4876 -6.6768
C10 -1.7889 -37.5894 -3.6106
C11 -3.4534 -34.7083 -7.6317
C12 -0.8507 -38.1403 -6.7201
C13 3.1684 -38.6334 -6.1486
C14 0.4769 -39.0934 -2.9695
C15 1.2259 -36.6154 -9.7645
C16 3.6820 -40.0792 -6.3114
C17 0.6040 -39.3916 -8.3001
C18 0.6819 -35.7975 -8.5855
C19 -4.7092 -37.8354 -7.3649
C20 -0.8412 -41.2171 -4.6362
C21 1.5249 -40.4156 -8.9100
C22 -1.5913 -41.6193 -9.5836
C23 1.0868 -40.6086 -6.1970
C24 -0.1016 -35.1592 -3.9128
C25 0.3950 -37.4131 -6.2380
C26 -5.7060 -38.8990 -6.8548
C27 1.0146 -37.7225 -3.2344
C28 -0.0937 -41.4800 -5.9078
C29 1.5393 -40.1374 -2.7553
C30 -3.2105 -37.7237 -4.1836
C31 -1.6543 -36.8905 -11.2413
C32 -2.0035 -37.2470 -7.1726
C33 -3.5786 -35.7373 -8.7273
C34 -3.4987 -38.9016 -5.1853
C35 -1.5074 -37.1770 -9.7834
C36 0.9837 -41.1726 -10.0702
H1 1.5656 -40.8996 -7.1319
H2 0.9396 -39.2548 -7.2722
H3 -2.2680 -34.7864 -3.8893
H4 0.3304 -35.5421 -11.4691
H5 -2.8522 -37.2450 -12.9070
H6 -5.5634 -39.8952 -7.2736
H7 1.2517 -37.6263 -6.8773
H8 -3.2323 -39.9898 -8.1637
H9 -0.9611 -41.9355 -10.4148
H10 4.1481 -37.4124 -7.6556
H11 -1.6490 -38.3345 -2.8274
H12 -2.4619 -37.5250 -9.3888
H13 1.7994 -40.5360 -5.3755
H14 1.7482 -36.1320 -4.5241
H15 3.2176 -40.7133 -5.5562
H16 -5.6205 -39.0053 -5.7733
H17 -2.7615 -39.6993 -5.0938
H18 -1.7622 -41.7999 -4.6437
H19 -1.0516 -37.7729 -4.3922
H20 0.5697 -38.4570 -8.8601
H21 -3.0088 -36.6428 -8.5189
H22 -1.5809 -34.7990 -5.4646
H23 -5.3051 -35.7945 -7.3045
H24 -1.1096 -40.2039 -4.3370
H25 -1.2376 -36.1956 -9.3932
H26 -5.2355 -36.5203 -5.7039
H27 0.9351 -35.4375 -5.8465
H28 0.7546 -39.5799 -6.3364
H29 -6.7326 -38.5838 -7.0411
H30 1.7938 -34.4139 -4.7590
H31 1.1459 -41.1536 -2.7786
H32 -2.5123 -42.2007 -9.6266
H33 0.5557 -40.4547 -10.7699
H34 1.7167 -37.5753 -2.4138
H35 1.3446 -34.9871 -8.2818
H36 -0.7153 -37.8873 -9.5465
H37 -4.6438 -33.2548 -8.5326
H38 -1.2079 -33.3981 -4.3398
H39 -4.5246 -39.2675 -5.1444
H40 -2.8422 -32.8757 -8.6184
H41 -0.2031 -41.6591 -3.8710
H42 -0.4407 -39.6751 -8.1718
H43 0.5525 -36.5140 -7.7743
H44 -1.6907 -36.5895 -3.1880
H45 4.7257 -40.1584 -6.0071
H46 -4.6500 -35.9361 -8.7521
H47 3.4965 -40.4003 -7.3364
H48 0.1918 -41.8608 -9.7749
H49 0.2468 -36.3367 -6.3239
H50 -3.1493 -35.3982 -9.6701
H51 -2.4843 -38.5296 -8.5000
H52 -2.0435 -38.7070 -12.3017
H53 2.3057 -39.9811 -3.5145
H54 -0.3223 -35.4187 -8.7755
H55 -1.6536 -36.6905 -8.0421
H56 2.6264 -36.8329 -7.0605
H57 -3.6929 -36.2169 -6.5893
H58 -3.3534 -38.4776 -6.1789
H59 2.5933 -38.1127 -8.2269
H60 0.2515 -36.9548 -3.1060
H61 1.4519 -37.4424 -4.1927
H62 1.8748 -39.9563 -1.7341
H63 -3.7506 -39.2475 -9.6433
H64 -2.3069 -36.5210 -6.4183
H65 0.6504 -37.6529 -5.2058
H66 -3.7472 -32.7298 -7.0887
H67 -2.8730 -37.8774 -7.3586
H68 1.9245 -34.9381 -11.0160
H69 1.5640 -36.4733 -11.9748
H70 -3.4970 -37.9313 -11.4909
H71 -1.1558 -41.8574 -8.6131
H72 1.7348 -41.7060 -10.6528

* total charge: 0
* E_LUMO: 0.209 eV
* maximum force: 9.366 eV/A
* electronic energy: -2316.55584 Eh
* gap between HOMO and LUMO: 8.57 eV

Results of the Mulliken charge analysis, in e, for atoms 1 through 2: O -0.585; O -0.749